ORCA calculation (ωB97M-V with the def2-TZVPD basis set) on a 6-piece molecular cluster, C16H36Cl4N4O4 overall in a non-equilibrium geometry.

XYZ file:
```
64
Properties=species:S:1:pos:R:3:mulliken_charge:R:1
H -19.86 -10.65 13.56 0.33
Cl -16.19 -14.25 19.28 -0.21
N -15.13 -3.69 20.57 0.19
H -18.08 -10.62 13.74 0.32
H -14.60 -4.09 22.51 0.33
H -16.24 -9.20 18.19 -0.19
C -15.03 -3.96 19.15 -0.98
H -17.99 -5.85 22.98 0.15
H -19.75 -6.16 26.19 0.31
C -20.44 -4.25 20.13 -0.13
C -16.48 -12.58 18.61 -0.08
H -16.47 -5.41 26.25 0.28
H -18.84 -7.28 23.56 0.37
O -16.27 -4.87 24.33 -0.50
H -14.62 -3.10 18.63 0.35
Cl -20.10 -2.85 17.81 -0.21
H -20.54 -4.10 21.22 0.17
H -15.63 -11.24 17.23 0.07
H -18.75 -7.64 26.28 0.31
N -19.16 -11.06 15.50 0.19
H -16.34 -7.75 22.06 0.12
H -16.02 -2.50 22.02 0.29
C -20.53 -2.88 19.54 -0.42
H -20.19 -12.88 15.55 0.34
H -19.83 -2.25 20.07 0.27
C -14.53 -4.48 21.49 0.18
H -17.89 -7.84 18.80 0.36
H -18.98 -12.14 13.72 0.31
N -18.01 -6.08 25.08 0.24
H -17.84 -9.50 15.68 0.32
H -16.66 -2.28 20.38 0.28
C -16.85 -5.41 25.21 0.06
C -18.40 -10.25 16.27 0.10
C -15.76 -2.45 20.96 -0.90
C -17.55 -7.62 19.82 -0.11
O -18.30 -10.31 17.47 -0.61
H -19.53 -5.67 23.74 0.39
Cl -21.84 -5.25 19.70 -0.20
H -16.72 -11.92 19.43 0.27
H -18.24 -6.20 27.12 0.33
C -18.73 -6.55 26.21 -0.94
O -18.28 -7.09 20.63 -0.58
N -16.36 -8.20 20.05 0.45
H -17.39 -12.74 18.04 -0.02
H -16.04 -4.14 18.76 0.30
H -14.81 -7.56 21.35 0.35
C -18.99 -11.10 14.06 -0.94
C -18.59 -6.24 23.78 -0.99
H -21.16 -11.44 15.95 0.35
C -15.37 -12.19 17.71 -0.32
H -15.24 -12.94 16.94 0.46
H -15.15 -7.88 18.33 0.24
O -13.84 -5.44 21.22 -0.65
C -15.68 -8.22 21.32 -0.86
H -14.50 -4.89 19.00 0.29
H -19.51 -4.78 19.96 0.12
H -21.53 -2.46 19.65 0.39
C -20.18 -11.92 16.06 -1.00
H -15.10 -1.58 20.87 0.32
H -20.02 -12.06 17.13 0.29
H -15.45 -9.23 21.63 0.35
C -15.61 -8.68 18.92 -0.45
H -14.84 -9.38 19.24 0.35
Cl -13.85 -11.90 18.59 -0.20
```

## Properties
2S+1: 1
net charge: 0
energy above the lowest of the compared OMol25 structures with the same formula, charge and spin: 0.0 kJ/mol